(1)
Density functional theory data (ωB97M-V with the def2-TZVPD basis set) for 15 unconnected molecules or ions with the total composition C60H161N11O15.

For the relative energy (zero: lowest compared OMol25 entry of this formula, charge and spin), the calculation gives 0.0 kJ/mol. Its highest occupied orbital energy is -8.79 eV. The total energy is -111924.2764 eV. The calculation puts the frontier orbital gap at 9.2345 eV.

The geometry in ORCA input format:
```
! wB97M-V def2-TZVPD RIJCOSX def2/J DEFGRID3
* xyz 0 1
O 2.20 4.49 1.81
O -4.17 -3.09 -4.46
O 1.96 -0.33 3.87
O -7.53 -4.26 0.20
O 3.46 0.49 -5.48
O 3.21 -4.18 1.51
O 6.64 0.60 0.75
O -0.72 1.41 -6.02
O -1.40 -3.22 5.13
O 5.91 6.74 -1.60
O -2.78 -4.76 -0.39
O -5.20 3.84 -1.73
O 0.66 -0.69 0.01
O 0.16 5.63 -0.98
O -2.43 1.04 3.68
N -1.93 -1.54 -1.14
N 2.24 3.66 -0.99
N -4.40 -3.61 1.95
N 1.10 0.30 -8.06
N 7.51 -2.36 2.62
N -4.87 2.28 4.99
N 4.88 -1.63 5.77
N -6.03 3.84 1.79
N -0.92 4.17 3.73
N 2.50 -2.04 -5.72
N -2.74 -6.52 1.82
C 7.74 -1.04 2.12
C 3.59 -1.65 5.19
C -6.12 -2.04 1.10
C -5.57 3.37 -0.49
C -2.06 -3.73 6.32
C 0.03 3.74 2.74
C 1.88 -1.16 -4.70
C -1.71 -0.28 -0.49
C -5.83 4.49 0.50
C -3.24 -2.77 6.63
C 4.51 -4.77 3.40
C -5.79 0.09 5.02
C 2.59 -2.17 6.20
C -2.32 -6.11 -0.51
C -0.59 -0.39 0.63
C 3.06 -3.64 0.21
C 1.10 4.84 2.61
C 2.08 4.76 -2.00
C -1.18 1.53 -4.69
C 0.56 2.03 -6.16
C -6.28 -4.61 0.80
C -3.65 -3.79 -6.81
C 9.03 -0.90 1.32
C -3.35 -3.88 -5.29
C 5.02 7.14 0.52
C 6.04 7.28 -2.87
C 2.97 -0.29 4.78
C -0.34 -4.01 4.64
C -3.67 0.39 3.88
C 5.17 7.71 -0.81
C -4.76 -0.88 -3.56
C -4.62 5.38 0.58
C 0.12 2.35 -8.65
C -1.72 -6.58 0.81
C 7.18 6.44 -3.56
C -0.71 3.50 1.30
C -4.52 0.88 5.06
C -3.84 -1.71 -4.47
C 5.33 1.19 0.59
C 0.08 -3.61 3.26
C 1.05 1.69 -7.62
C 2.78 4.45 -3.36
C -3.02 0.15 0.20
C -5.24 2.84 -2.73
C 0.64 5.09 -2.18
C -1.30 0.32 4.28
C 1.57 -3.78 -0.15
C 2.27 -0.67 2.52
C 2.95 -0.11 -4.32
C 6.60 -0.74 1.17
C -5.79 -3.39 1.66
C -3.28 -4.37 -1.65
C -1.12 -7.99 0.64
C -1.07 6.41 -1.12
C 3.23 3.90 2.46
C 1.35 0.47 -0.46
C 4.47 -4.00 2.07
C 4.53 1.41 -5.31
C -8.03 -5.27 -0.65
C 1.51 -2.00 -3.50
H -3.84 -2.56 5.70
H 5.25 1.12 -4.56
H 4.96 6.06 0.58
H 5.62 -0.91 1.65
H -1.51 0.17 5.32
H -2.84 -1.60 -4.11
H -0.60 -8.25 1.65
H -4.65 6.08 1.40
H 1.13 -1.38 -2.72
H 6.70 -1.43 0.30
H -5.40 2.40 4.17
H 5.58 -1.51 5.10
H -8.02 -6.27 -0.20
H 0.72 0.86 -1.25
H -2.31 -6.62 2.71
H 7.23 6.70 -4.61
H -4.09 -3.22 2.83
H 8.03 -3.15 2.25
H 0.19 -0.08 -7.92
H 2.23 4.05 0.01
H 3.17 -0.19 2.20
H -3.49 -0.72 3.99
H -1.32 -3.74 7.10
H -6.56 2.81 -0.57
H 2.64 5.64 -1.60
H -4.07 -5.00 -2.00
H 0.97 -4.18 2.90
H -2.83 -1.88 7.05
H -3.47 -2.81 -7.16
H 0.45 3.14 -6.07
H -3.68 -3.37 -1.56
H -5.15 1.81 -2.38
H 3.62 -2.25 4.31
H 3.10 -2.72 -5.31
H -1.16 -1.67 -1.76
H 2.33 -1.76 2.36
H -2.49 -4.35 -2.42
H -3.05 -4.49 -7.31
H 3.74 3.96 -3.22
H 7.65 -2.41 3.62
H -0.34 0.78 4.12
H -1.52 3.43 3.95
H -5.79 4.53 2.53
H 1.21 1.63 -5.39
H -0.57 0.97 -3.97
H -3.90 -3.30 1.13
H -3.56 -0.74 0.55
H -2.16 1.03 -4.57
H 4.91 -0.88 6.52
H 3.69 -4.20 -0.46
H 0.02 3.04 0.63
H -0.91 7.25 -0.48
H 0.52 -4.02 5.34
H -7.24 -5.41 -1.53
H 2.13 3.79 -3.95
H 5.13 7.08 -3.45
H 0.90 -0.72 -5.08
H 3.51 4.51 3.40
H 1.59 -2.11 5.83
H -1.55 -6.14 -1.31
H 0.54 5.83 -2.96
H 7.77 -0.30 2.95
H -5.50 -4.84 0.00
H -3.88 -1.30 -5.51
H 2.33 0.28 -0.87
H -0.01 3.48 -8.50
H 2.84 -3.16 6.67
H 3.81 -0.69 -3.87
H 4.73 -2.92 2.10
H -3.57 -4.88 -4.95
H -2.33 -3.59 -5.08
H -7.21 -1.87 1.13
H -1.28 2.56 -4.42
H -1.27 -0.67 3.82
H 1.48 -0.38 1.81
H -6.33 -3.53 2.63
H -1.87 5.77 -0.84
H -4.01 2.76 4.78
H -3.71 4.72 0.77
H -2.81 0.80 1.07
H -0.71 -5.04 4.60
H 9.18 0.18 1.01
H -0.88 -5.92 1.05
H 5.00 1.41 -6.23
H -6.44 -5.51 1.39
H -4.44 6.07 -0.25
H 1.50 5.17 3.62
H -0.55 0.53 1.18
H 4.62 -5.83 3.19
H -3.96 0.70 6.01
H -4.78 -1.26 -2.55
H 3.53 -2.67 0.26
H 5.49 2.07 0.01
H 6.96 5.36 -3.50
H 1.31 -3.60 -1.14
H -3.18 -5.51 1.78
H 0.52 2.78 2.90
H -1.39 0.51 -1.22
H -3.15 -6.74 -0.78
H 1.26 -4.78 0.13
H -5.76 -0.87 -3.93
H -0.71 -3.76 2.54
H -0.97 4.45 0.89
H 5.28 -4.44 4.06
H 0.13 4.16 -2.43
H 2.84 5.42 -3.87
H 6.29 8.34 -2.87
H 8.09 6.71 -3.15
H -4.29 0.46 2.96
H 2.13 2.12 -7.65
H 3.07 2.86 2.84
H -3.74 0.61 -0.48
H 0.63 5.65 2.10
H -6.23 0.18 4.05
H -6.67 5.05 0.14
H 4.27 7.88 -1.38
H 2.64 -1.53 7.13
H -4.77 2.65 -0.12
H -6.18 2.90 -3.33
H -0.90 2.03 -8.53
H -1.56 2.87 1.32
H 1.31 1.20 0.40
H -6.98 3.58 1.91
H 8.88 -1.48 0.41
H -4.38 3.03 -3.41
H 2.68 0.58 -3.53
H 0.97 -3.06 0.44
H 2.57 0.19 5.67
H 3.16 3.20 -1.19
H 1.76 -0.19 -7.44
H 5.29 -4.42 1.54
H -0.85 -1.23 1.21
H -4.67 -4.01 -7.10
H 4.11 3.90 1.77
H 0.40 -2.59 3.32
H -5.82 -2.07 0.03
H 5.79 8.63 -0.81
H -1.78 -2.30 -0.46
H -1.93 -8.69 0.48
H -0.51 4.40 4.62
H 3.55 -4.71 3.93
H 2.36 -2.57 -3.11
H 2.93 -1.54 -6.49
H 4.30 2.40 -4.94
H 0.70 -2.69 -3.72
H 3.74 0.37 4.37
H -9.02 -5.13 -1.11
H -2.39 -4.75 6.08
H 4.86 1.37 1.57
H -5.59 -0.93 5.29
H 0.55 2.17 -9.65
H 9.94 -1.24 1.78
H -6.49 0.54 5.73
H -1.24 6.75 -2.13
H 4.67 0.47 0.05
H 5.76 7.48 1.25
H -4.39 0.13 -3.44
H 4.03 7.52 0.92
H -0.42 -7.99 -0.18
H -5.58 -1.25 1.60
H -3.90 -3.31 7.36
*
```

Atomic partial charges in e from the Löwdin method, atoms 1 to 4: O -0.2303; O -0.1697; O -0.1809; O -0.2103



(2)
Density functional theory data (ωB97M-V with the def2-TZVPD basis set) for a molecular structure, C3H5NO.

For the relative energy (zero: lowest compared OMol25 entry of this formula, charge and spin), the calculation gives 520.3 kJ/mol. Its highest occupied orbital energy is -9.06 eV. The total energy is -6724.1805 eV. The calculation puts the frontier orbital gap at 9.5996 eV.

The geometry in ORCA input format:
```
! wB97M-V def2-TZVPD RIJCOSX def2/J DEFGRID3
* xyz 0 1
O 1.77 -1.06 1.85
N 1.04 -0.50 -0.35
C 1.18 -0.68 0.88
C -0.72 0.47 -1.20
C -1.48 0.78 -0.28
H -0.76 0.31 0.87
H -2.40 1.22 0.03
H 1.75 -0.80 -1.00
H -0.29 0.33 -2.17
H -0.10 -0.07 1.37
*
```

Atomic partial charges in e from the natural (NBO) method, atoms 1 to 4: O -0.5610; N -0.7883; C 0.7416; C 0.0033



(3)
Density functional theory data (ωB97M-V with the def2-TZVPD basis set) for 7 unconnected molecules or ions with the total composition C24H61FNO6.

Its highest occupied orbital energy is -1.36 eV. The total energy is -42365.2946 eV. The calculation puts the frontier orbital gap at 3.5855 eV.

The geometry in ORCA input format:
```
! wB97M-V def2-TZVPD RIJCOSX def2/J DEFGRID3
* xyz -1 1
F 0.30 1.01 0.63
O 7.53 0.29 -4.99
O 3.51 0.12 -2.81
O 3.95 0.74 2.55
O 1.38 5.59 3.03
O -5.28 -3.83 2.37
O -8.97 -0.69 0.89
N -1.63 -1.78 0.58
C -0.24 -1.42 1.07
C -0.82 -3.76 -1.39
C -9.09 0.19 -0.23
C 4.13 2.04 3.12
C 0.34 -0.31 -0.04
C -8.96 1.63 0.25
C 8.63 -1.83 -5.30
C 3.14 3.01 2.49
C 4.47 0.14 -1.76
C -10.42 -0.05 -0.93
C 1.26 6.47 1.92
C 5.85 -0.08 -2.34
C -1.38 -4.34 0.04
C -7.50 -2.98 2.03
C -2.04 -3.17 1.02
C 4.38 1.46 -1.02
C -6.55 -4.14 1.80
C -7.08 -5.42 2.43
C -0.11 -5.01 0.87
C -0.07 6.23 1.22
C 8.26 -0.24 -7.21
C 3.93 1.96 4.63
C 1.39 7.90 2.40
C 7.70 -0.78 -5.91
H 4.58 2.30 -1.69
H 5.90 -1.03 -2.89
H -7.63 -2.78 3.10
H 2.92 1.60 4.87
H 3.27 4.02 2.89
H -9.70 -0.49 1.50
H 4.64 1.25 5.07
H -5.40 -3.70 3.33
H 0.53 -2.30 1.05
H -0.26 -4.94 2.03
H -7.09 -2.06 1.58
H -1.68 -3.41 -2.13
H 0.65 5.79 3.65
H 9.23 0.25 -7.05
H -0.15 5.19 0.89
H -0.90 6.41 1.90
H -1.79 -3.39 2.16
H 8.40 -1.03 -7.95
H -0.41 -0.30 -0.97
H 1.40 -0.63 -0.44
H 2.11 2.69 2.66
H 3.37 1.61 -0.62
H -7.19 -5.31 3.51
H -6.40 -4.29 0.73
H 8.21 -2.20 -4.36
H -0.24 -0.96 2.14
H -0.18 6.88 0.35
H -10.53 0.60 -1.80
H 8.77 -2.67 -5.98
H -9.02 2.33 -0.59
H -8.48 -3.18 1.59
H -2.16 -5.18 -0.21
H -0.01 -2.91 -1.28
H -11.25 0.13 -0.24
H 5.09 1.50 -0.19
H 6.61 -0.09 -1.56
H 6.10 0.71 -3.06
H 3.04 0.45 2.74
H 3.29 3.05 1.40
H 9.61 -1.40 -5.07
H 1.33 8.61 1.56
H -10.50 -1.09 -1.25
H 4.08 2.93 5.10
H 5.15 2.35 2.90
H 2.09 6.23 1.23
H -6.38 -6.25 2.27
H -8.00 1.78 0.76
H -8.05 -5.70 2.00
H -9.74 1.87 0.97
H 0.61 8.15 3.12
H -3.22 -3.24 0.83
H -0.01 -6.12 0.52
H -8.26 -0.05 -0.92
H 2.35 8.06 2.91
H 6.72 -1.22 -6.09
H 8.40 0.69 -4.82
H 0.87 -4.44 0.53
H 7.60 0.52 -7.63
H -0.26 -4.65 -1.96
H 4.22 -0.69 -1.08
H 3.72 0.85 -3.42
*
```

Atomic partial charges in e from the Löwdin method, atoms 1 to 4: F -0.1960; O -0.0720; O -0.0599; O -0.0651



(4)
Density functional theory data (ωB97M-V with the def2-TZVPD basis set) for C2H3N3O2 in the gas phase.

For the relative energy (zero: lowest compared OMol25 entry of this formula, charge and spin), the calculation gives 481.3 kJ/mol. Its highest occupied orbital energy is -10.01 eV. The total energy is -10683.4680 eV. The calculation puts the frontier orbital gap at 9.4847 eV. Its SMILES is [H]/N=c1\ncn(O)o1.

The geometry in ORCA input format:
```
! wB97M-V def2-TZVPD RIJCOSX def2/J DEFGRID3
* xyz 0 1
O -1.87 -0.66 0.60
O 0.13 -0.98 -0.47
N 0.65 1.13 0.20
N 2.33 -0.74 0.09
N -1.05 -0.30 -0.60
C 1.17 -0.19 -0.04
C -0.56 1.11 -0.29
H 3.01 0.00 0.66
H -2.51 -1.20 0.15
H -1.31 1.83 -0.31
*
```

Atomic partial charges in e from the natural (NBO) method, atoms 1 to 4: O -0.5745; O -0.3473; N -0.4314; N -0.6323



(5)
Density functional theory data (ωB97M-V with the def2-TZVPD basis set) for a gas-phase ion, C4H11N2O (charge +1).

For the relative energy (zero: lowest compared OMol25 entry of this formula, charge and spin), the calculation gives 103.6 kJ/mol. Its highest occupied orbital energy is -14.72 eV. The total energy is -9347.7831 eV. The calculation puts the frontier orbital gap at 11.2974 eV. Its SMILES is CC[C@H]([NH3+])C(N)=O.

The geometry in ORCA input format:
```
! wB97M-V def2-TZVPD RIJCOSX def2/J DEFGRID3
* xyz 1 1
O -0.47 2.44 -0.72
N 1.19 2.08 0.79
N -1.64 0.18 -0.60
C 0.14 1.72 0.05
C 0.63 -0.77 -0.38
C 0.51 -2.17 0.17
C -0.37 0.28 0.20
H -1.32 0.15 -1.57
H 1.41 3.07 0.89
H -2.22 1.04 -0.61
H -0.39 -2.72 -0.15
H 1.63 -0.43 -0.20
H 0.36 -0.79 -1.46
H 1.30 -2.85 -0.10
H 0.32 -2.08 1.24
H -0.46 -0.09 1.22
H -2.27 -0.51 -0.21
H 1.63 1.45 1.44
*
```

Atomic partial charges in e from the natural (NBO) method, atoms 1 to 4: O -0.6049; N -0.7883; N -0.6839; C 0.6550



(6)
Density functional theory data (ωB97M-V with the def2-TZVPD basis set) for a molecular structure, C39H51BClF4HfN2O3P2.

For the relative energy (zero: lowest compared OMol25 entry of this formula, charge and spin), the calculation gives 105.9 kJ/mol. Its highest occupied orbital energy is -9.83 eV. The total energy is -94353.1330 eV. The calculation puts the frontier orbital gap at 7.0180 eV.

The geometry in ORCA input format:
```
! wB97M-V def2-TZVPD RIJCOSX def2/J DEFGRID3
* xyz 1 1
Hf -0.57 0.61 0.44
Cl -8.49 -2.27 -0.15
P 0.75 -1.67 -0.93
P 1.69 0.05 2.29
F -1.17 4.36 1.56
F -0.35 3.68 3.60
F -0.56 2.13 1.84
F -2.46 3.07 2.94
O -0.83 2.75 -0.58
O -1.99 -1.00 0.64
O -2.73 1.03 0.82
N -1.90 0.70 -1.70
N 1.25 0.95 -0.51
C 0.84 -0.51 -2.33
C 3.57 0.37 4.42
C -3.82 0.83 -3.71
C 1.14 0.81 -1.92
C -3.37 1.98 -3.08
C 0.32 -1.87 3.55
C 0.51 0.24 -4.61
C 0.56 -0.36 3.73
C -6.71 -0.32 0.37
C 3.15 3.90 1.85
C -3.00 -0.20 0.69
C -2.00 3.09 -1.31
C -5.43 0.16 0.57
C 0.75 -4.09 -2.57
C -4.55 -2.07 0.28
C 3.82 -1.74 3.13
C 2.65 2.99 -0.34
C 2.01 1.74 1.65
C -6.89 -1.67 0.12
C 2.70 -3.33 0.18
C -2.43 1.87 -2.07
C -3.29 -0.39 -3.32
C 0.53 -0.77 -3.65
C 1.97 1.90 0.23
C -2.35 -0.40 -2.32
C 3.22 3.96 0.46
C 1.12 1.82 -2.87
C 3.38 -0.29 3.04
C 3.73 4.99 2.71
C 3.44 -2.03 -1.84
C -4.35 -0.72 0.52
C 2.56 2.78 2.41
C 0.17 -0.06 -6.05
C 0.81 1.53 -4.20
C -0.62 -4.04 -0.45
C -5.82 -2.56 0.07
C -0.04 -3.21 -1.60
C 2.54 -2.03 -0.61
C -0.79 0.31 3.90
B -1.23 3.47 2.61
H -6.00 -3.61 -0.12
H 0.27 -1.78 -3.96
H 1.28 2.85 -2.59
H 3.33 4.95 3.72
H 0.17 -4.47 0.17
H 2.87 1.17 4.63
H 3.20 -2.83 -2.54
H 3.73 -3.43 0.52
H 2.83 -1.19 0.03
H 3.73 4.79 -0.01
H 0.80 2.34 -4.92
H 4.87 -1.77 3.44
H 2.73 3.08 -1.41
H -3.76 2.95 -3.35
H 0.08 -4.83 -3.01
H -4.56 0.89 -4.50
H 4.57 0.78 4.50
H -0.89 -2.81 -2.17
H -1.45 0.22 3.02
H -3.70 -2.74 0.25
H -1.20 -4.88 -0.85
H 3.74 -2.26 2.18
H 4.82 4.89 2.78
H -1.79 3.91 -2.00
H 3.52 5.97 2.30
H 4.48 -2.17 -1.51
H -0.31 -2.06 2.67
H 1.13 -0.22 4.65
H 3.45 -0.37 5.21
H -3.61 -1.32 -3.77
H -0.76 -0.62 -6.13
H 3.25 -2.29 3.87
H 0.06 0.86 -6.62
H -1.27 -3.45 0.19
H 2.49 -4.20 -0.43
H 2.05 -3.37 1.06
H 3.40 -1.08 -2.38
H 1.21 -3.53 -3.38
H -0.20 -2.25 4.43
H -0.68 3.43 0.10
H -1.33 -0.18 4.71
H -1.93 -1.33 -1.96
H 1.23 -2.44 3.42
H 1.55 -4.63 -2.07
H -2.80 3.39 -0.62
H 0.95 -0.66 -6.52
H -0.71 1.37 4.13
H -7.57 0.34 0.41
H -5.26 1.21 0.78
H 2.53 2.72 3.49
H 4.03 0.21 2.31
*
```

Atomic partial charges in e from the Löwdin method, atoms 1 to 4: Hf 1.7630; Cl 0.7135; P 1.0732; P 1.0892